{"formula": "C4H11N3O2", "method": "ωB97M-V/def2-TZVPD", "species": ["O", "O", "N", "N", "N", "C", "C", "C", "C", "H", "H", "H", "H", "H", "H", "H", "H", "H", "H", "H"], "coordinates": [[0.653182, -1.707176, 0.720723], [-1.390631, -1.085597, 1.379744], [-0.514943, 1.891314, 0.634974], [-0.460090, 2.532065, -1.610882], [1.146578, 1.023962, -0.787843], [0.097847, 1.716241, -0.623569], [-0.777942, -3.394590, 1.470894], [1.725933, 0.913743, -2.122486], [-0.539678, -1.933530, 1.253758], [-1.133459, 1.145641, 0.910373], [0.037148, 2.242643, 1.394927], [-1.383803, 2.438558, -2.008871], [2.395100, 1.776023, -2.184230], [-0.556448, -3.964690, 0.558175], [-0.119223, -3.821126, 2.221507], [0.813904, -0.877493, 0.257880], [0.115178, 2.808902, -2.395039], [0.980225, 0.820582, -2.906251], [-1.835227, -3.646065, 1.534196], [2.402978, 0.062351, -2.112985]], "forces_ev_per_a": [[0.97, -1.22, 0.15], [0.03, 0.10, 0.27], [-0.89, -0.12, -0.22], [0.10, 0.69, -1.39], [-0.17, -0.77, 0.23], [-0.08, 0.71, 0.02], [-0.09, -0.99, -0.85], [0.58, 0.16, 1.32], [-0.82, 0.40, -1.17], [0.15, -0.30, 0.18], [0.41, -0.19, -0.10], [-0.34, -0.21, 1.08], [-0.17, 0.16, -0.81], [0.61, 0.49, -0.05], [-0.30, 0.01, 0.34], [-0.38, 1.12, 0.18], [0.47, -0.48, 0.24], [0.08, 0.21, -0.28], [0.02, 0.45, 1.04], [-0.17, -0.21, -0.19]], "nbo_charge": [-0.709, -0.619, -0.901, -0.865, -0.514, 0.580, -0.733, -0.455, 0.802, 0.411, 0.392, 0.396, 0.201, 0.237, 0.242, 0.528, 0.373, 0.188, 0.238, 0.207], "fmax_ha_per_bohr": 0.0305, "smiles": "CN=C(N)N.CC(=O)O", "gap_ev": 10.0, "total_charge": 0, "e_above_lowest_kcal_mol": 28.9}

=====

{"formula": "C4H11N3O2", "method": "ωB97M-V/def2-TZVPD", "species": ["O", "O", "N", "N", "N", "C", "C", "C", "C", "H", "H", "H", "H", "H", "H", "H", "H", "H", "H", "H"], "coordinates": [[-0.018286, -0.496570, -2.293342], [-0.782351, 1.547567, -2.836756], [0.073251, -0.420279, 1.307921], [1.909348, -0.981132, -0.034588], [2.271274, 0.153769, 1.949936], [-0.932118, 0.256795, -2.462998], [-0.398444, 0.003879, 2.616148], [1.323778, -0.370597, 1.100515], [-2.371416, -0.114603, -2.238127], [1.300008, -1.745981, -0.308736], [-1.484007, 0.024836, 2.570236], [-2.554325, -0.001337, -1.170211], [-2.529140, -1.129982, -2.601240], [2.215195, 1.047408, 2.407320], [3.204460, -0.159944, 1.738774], [1.884993, -0.335470, -0.819193], [-0.097041, -0.745451, 3.356567], [0.087970, 1.906416, -2.629220], [-0.043190, 0.960346, 3.025123], [-3.059959, 0.600329, -2.678129]], "forces_ev_per_a": [[0.49, -0.03, -0.03], [-0.57, 0.41, 0.22], [0.05, 0.33, 0.10], [-0.20, -0.35, -0.08], [0.82, -0.11, 0.12], [-0.27, 0.10, 0.12], [-0.08, -0.34, 0.14], [-0.20, 0.11, 0.03], [0.04, 0.43, -0.20], [-0.03, 0.15, -0.11], [-0.06, 0.11, 0.21], [0.15, -0.49, 0.17], [-0.15, 0.12, 0.31], [-0.46, -0.16, 0.04], [0.00, 0.27, -0.10], [0.21, -0.04, 0.05], [-0.10, -0.03, 0.06], [0.31, -0.46, -0.17], [0.00, 0.07, -0.44], [0.06, -0.07, -0.43]], "nbo_charge": [-0.601, -0.700, -0.527, -0.857, -0.859, 0.809, -0.443, 0.561, -0.728, 0.387, 0.198, 0.255, 0.240, 0.393, 0.398, 0.387, 0.194, 0.495, 0.167, 0.230], "fmax_ha_per_bohr": 0.0162, "smiles": "CN=C(N)N.CC(=O)O", "gap_ev": 9.4, "total_charge": 0, "e_above_lowest_kcal_mol": 20.3}

=====

{"formula": "C4H11N3PS", "method": "ωB97M-V/def2-TZVPD", "species": ["S", "P", "N", "N", "N", "C", "C", "C", "C", "H", "H", "H", "H", "H", "H", "H", "H", "H", "H", "H"], "coordinates": [[-1.218838, 1.385827, -0.021147], [-2.445381, 0.586661, -1.543669], [2.283628, -1.025551, -0.240600], [1.465691, -1.230931, 0.555197], [0.673972, -1.786539, 1.191315], [3.573479, -0.467661, -0.308417], [-1.609376, -0.772021, -2.012729], [-0.604851, -1.606111, 1.734861], [-1.984210, 3.034197, 0.100902], [-1.358255, -1.619598, 0.942551], [3.603915, 0.236051, -1.140233], [-1.859075, 3.400694, 1.113043], [-3.041401, 2.954291, -0.138760], [-2.037915, -1.400642, -2.772514], [-0.677221, -0.652644, 2.265507], [-0.785768, -2.434858, 2.419147], [-0.639506, -1.057721, -1.636224], [-1.484564, 3.696795, -0.600871], [4.282213, -1.272716, -0.522057], [3.863465, 0.032476, 0.614697]], "forces_ev_per_a": [[-0.10, -0.10, -0.10], [0.40, -0.52, -0.10], [-1.48, -0.48, -0.60], [0.01, -0.31, 0.00], [1.61, -0.57, -0.38], [1.64, 0.89, 0.22], [-0.28, 0.76, 0.39], [-1.78, 0.55, 0.92], [0.19, -0.07, -0.20], [0.13, 0.01, -0.08], [-0.08, -0.08, 0.06], [-0.01, 0.00, 0.09], [-0.02, 0.07, 0.06], [-0.14, -0.17, -0.16], [0.03, -0.10, -0.09], [0.04, 0.13, -0.10], [0.17, -0.09, -0.01], [-0.10, 0.08, 0.06], [-0.18, 0.02, 0.01], [-0.06, -0.01, 0.03]], "nbo_charge": [-0.174, 0.657, -0.031, 0.407, -0.013, -0.463, -0.908, -0.471, -0.711, 0.271, 0.265, 0.239, 0.237, 0.246, 0.262, 0.258, 0.193, 0.231, 0.267, 0.240], "fmax_ha_per_bohr": 0.0404, "gap_ev": 7.0, "total_charge": 1, "e_above_lowest_kcal_mol": 66.8}

=====

{"formula": "C4H11N3S", "method": "ωB97M-V/def2-TZVPD", "species": ["S", "N", "N", "N", "C", "C", "C", "C", "H", "H", "H", "H", "H", "H", "H", "H", "H", "H", "H"], "coordinates": [[2.694338, -1.542608, -0.013816], [0.080959, -1.459668, -0.205498], [-1.216358, -0.971626, -0.006152], [1.115683, 0.607998, -0.024068], [-1.794317, -0.219603, -1.139453], [-1.528512, -0.371630, 1.279093], [1.244583, -0.720876, -0.089635], [2.239950, 1.547751, 0.006205], [-2.895341, -0.166365, -1.062734], [0.166689, -2.478721, -0.104018], [-1.572753, -0.770391, -2.060009], [-0.959194, -0.923949, 2.044788], [-1.300366, 0.726379, 1.371369], [2.863121, 1.434144, -0.916565], [0.234133, 1.028423, -0.337703], [-2.643607, -0.488353, 1.513282], [-1.395882, 0.810735, -1.193549], [1.804550, 2.576324, 0.067676], [2.862333, 1.382035, 0.870781]], "forces_ev_per_a": [[0.03, 0.24, 0.01], [-0.22, 0.08, 0.17], [-0.78, 0.56, -0.63], [-0.65, 1.13, -0.36], [0.26, -0.61, 0.15], [-0.71, 0.05, 0.88], [-0.13, -1.08, 0.15], [-0.32, 0.31, -0.95], [0.52, -0.01, 0.27], [0.19, 0.95, -0.11], [0.10, 0.30, 0.14], [-0.29, 0.36, -0.17], [-0.03, -0.79, -0.15], [-0.43, 0.21, 0.77], [0.65, -0.56, 0.41], [1.48, 0.06, -0.45], [-0.28, -0.16, -0.22], [0.43, -0.86, -0.14], [0.17, -0.16, 0.23]], "nbo_charge": [-0.280, -0.460, -0.296, -0.607, -0.416, -0.431, 0.281, -0.408, 0.211, 0.413, 0.221, 0.220, 0.168, 0.211, 0.395, 0.206, 0.149, 0.201, 0.222], "fmax_ha_per_bohr": 0.0302, "smiles": "CNC(=S)NN(C)C", "gap_ev": 8.8, "total_charge": 0, "e_above_lowest_kcal_mol": 28.6}

=====

{"formula": "C4H11N4", "method": "ωB97M-V/def2-TZVPD", "species": ["N", "N", "N", "N", "C", "C", "C", "C", "H", "H", "H", "H", "H", "H", "H", "H", "H", "H", "H"], "coordinates": [[-1.488513, 0.945576, 0.289243], [-1.754686, 1.802177, -0.526564], [-0.098466, -0.919468, 0.157811], [-1.330411, -0.386011, 0.052686], [2.083952, -0.540255, 1.131267], [1.499644, 0.716457, -0.907398], [-2.486271, -1.332952, -0.267509], [0.889520, 0.118424, 0.348978], [0.365112, 0.854508, 1.014512], [1.740254, -0.035948, -1.658087], [3.112404, -0.218964, 0.832668], [0.910273, 1.438791, -1.453511], [-1.834662, 2.789544, -0.256771], [2.072785, -0.323741, 2.117764], [-3.311624, -1.178624, 0.413513], [1.993418, -1.670001, 0.961412], [2.434778, 1.227249, -0.639313], [-2.747029, -0.943543, -1.176757], [-2.050473, -2.343213, -0.433951]], "forces_ev_per_a": [[-0.46, 2.67, 2.48], [-0.06, -2.25, -2.47], [-4.91, 2.61, -0.64], [4.18, -3.56, -1.12], [0.22, -2.03, -3.38], [0.14, 0.59, -0.90], [1.85, 0.12, 1.22], [1.86, -0.25, 1.70], [0.68, -0.03, -0.57], [0.12, -0.31, 0.29], [-1.08, -0.21, -0.39], [-0.61, 0.26, 0.09], [0.11, -0.48, 1.30], [-0.57, 0.40, 3.33], [0.15, -0.35, 0.45], [0.37, 1.52, 0.46], [-0.39, -0.24, 0.01], [-1.16, 0.72, -2.61], [-0.42, 0.81, 0.73]], "nbo_charge": [0.027, -0.211, 0.061, 0.088, -0.602, -0.617, -0.403, -0.162, 0.238, 0.243, 0.237, 0.221, 0.399, 0.225, 0.256, 0.236, 0.251, 0.234, 0.277], "fmax_ha_per_bohr": 0.1090, "smiles": "[H]/N=N/[N+](C)=N\\C(C)C", "gap_ev": [8.7, 8.7], "total_charge": 1, "e_above_lowest_kcal_mol": 148.0}

=====

{"formula": "C4H11N4", "method": "ωB97M-V/def2-TZVPD", "species": ["N", "N", "N", "N", "C", "C", "C", "C", "H", "H", "H", "H", "H", "H", "H", "H", "H", "H", "H"], "coordinates": [[1.975013, 0.144689, -0.792326], [1.196101, -0.224916, 0.252599], [0.009250, 0.549884, 0.241942], [-2.404618, 0.211811, -0.530846], [0.367415, -1.851107, 0.462431], [-1.142054, -0.247256, -0.247518], [-0.822868, -1.618506, -0.242529], [0.026001, 1.955258, 0.498067], [-1.234885, -2.247146, -1.017398], [-0.272429, 2.460333, -0.367899], [0.591928, -1.744949, 1.523581], [-0.797963, 2.246849, 1.263616], [1.644392, -0.165819, 1.210469], [1.063377, -2.639432, 0.122682], [1.660020, 0.077830, -1.694584], [-3.130027, -0.456807, -0.529123], [3.046801, 0.067483, -0.616071], [-2.671570, 1.100345, -0.346248], [0.896111, 2.381462, 0.809164]], "forces_ev_per_a": [[5.79, 1.18, 2.78], [-1.59, -0.93, 1.31], [-2.63, -2.23, -0.14], [3.39, -1.84, -0.37], [2.76, -0.13, -0.34], [0.90, -1.02, 1.71], [-0.86, 2.07, -0.48], [-4.38, -0.02, 0.86], [0.02, -0.25, 0.25], [-0.25, 1.00, -1.51], [-1.29, -0.11, 0.32], [1.44, -0.75, -0.89], [-0.14, 0.35, -1.80], [-0.43, 0.32, -0.20], [-1.27, -0.69, -2.24], [-0.53, -0.79, 0.06], [-2.91, 0.03, -0.65], [-0.74, 3.31, 0.38], [2.73, 0.51, 0.94]], "nbo_charge": [-0.669, -0.102, -0.292, -0.752, -0.135, 0.474, -0.512, -0.428, 0.263, 0.212, 0.187, 0.219, 0.426, 0.230, 0.404, 0.422, 0.410, 0.401, 0.240], "fmax_ha_per_bohr": 0.1270, "smiles": "CN1C(N)=CC[N@H+]1N", "gap_ev": 8.8, "total_charge": 1, "e_above_lowest_kcal_mol": 121.2}

=====

{"formula": "C4H11N4", "method": "ωB97M-V/def2-TZVPD", "species": ["N", "N", "N", "N", "C", "C", "C", "C", "H", "H", "H", "H", "H", "H", "H", "H", "H", "H", "H"], "coordinates": [[-3.367742, 0.647034, 0.401851], [-1.199454, 0.080373, 0.590596], [-2.347857, 0.031737, 0.076642], [-0.706399, -1.738599, -0.790786], [1.243752, -0.166816, -0.191798], [1.603424, -0.149677, 1.305977], [-0.054779, -0.825705, -0.352416], [1.378295, 1.145358, -0.924655], [0.900536, 1.054208, -1.989844], [-2.140918, -0.802249, -0.747270], [0.956835, 0.386874, 2.116719], [-0.843188, 0.772759, 1.301515], [-0.551869, -2.334659, -1.600357], [0.808403, 1.806792, -0.361332], [1.891334, -0.893078, -0.684074], [-4.283711, 0.446873, 0.010134], [2.458836, 1.510521, -1.050562], [2.575452, 0.265158, 1.358562], [1.679041, -1.236895, 1.531092]], "forces_ev_per_a": [[0.93, 0.81, 1.57], [4.20, 0.62, 0.87], [-1.92, -2.03, -2.72], [-1.27, -1.02, -2.16], [0.73, -0.96, -0.27], [-1.05, -0.96, 0.84], [-1.97, 2.72, 2.46], [0.56, -0.55, -2.92], [0.99, 0.32, 1.87], [-1.14, 1.17, 1.72], [0.90, -0.92, -1.86], [-1.36, -0.77, -1.13], [0.74, -0.12, 0.52], [-0.82, 1.91, 0.64], [0.50, -0.07, 0.20], [0.62, -0.69, -0.99], [-1.66, -0.72, 0.41], [1.04, 0.42, 0.30], [-0.01, 0.84, 0.64]], "nbo_charge": [-0.355, -0.435, 0.045, -0.662, -0.342, -0.604, 0.623, -0.592, 0.226, 0.406, 0.221, 0.433, 0.444, 0.208, 0.251, 0.390, 0.262, 0.246, 0.235], "fmax_ha_per_bohr": 0.0843, "smiles": "[H]/N=[NH+]/N/C(=N/[H])C(C)C", "gap_ev": 10.7, "total_charge": 1, "e_above_lowest_kcal_mol": 123.8}

=====

{"formula": "C4H11N4", "method": "ωB97M-V/def2-TZVPD", "species": ["N", "N", "N", "N", "C", "C", "C", "C", "H", "H", "H", "H", "H", "H", "H", "H", "H", "H", "H"], "coordinates": [[0.081626, -0.830443, -0.452599], [-1.928211, -1.520089, 0.432092], [1.796156, 0.532540, -0.175036], [1.001024, -0.005943, -1.151105], [-1.155808, -0.545800, -0.129904], [-3.026675, 1.072448, -0.025303], [2.481511, -0.529814, 0.689907], [-1.698194, 0.839898, -0.211524], [-3.304129, 2.095863, 0.058575], [2.957997, 0.034854, 1.521367], [1.469884, -0.617231, -1.890494], [1.696507, -1.249129, 0.871697], [0.506740, 0.734275, -1.557277], [2.282855, 1.393879, -0.489875], [-2.973631, -1.373247, 0.569035], [-1.609223, -2.471825, 0.227872], [-3.759588, 0.295520, 0.108063], [3.295747, -1.005754, 0.125914], [-0.973481, 1.591877, -0.611771]], "forces_ev_per_a": [[-1.22, -3.27, -0.30], [-0.67, 0.07, -0.60], [2.21, 1.14, 1.80], [-1.08, -1.71, 0.51], [0.41, 1.40, -0.36], [2.73, 0.18, -0.13], [0.70, 1.90, -1.42], [-1.26, -0.62, -0.86], [-0.71, 0.55, -0.32], [-0.80, -0.73, -0.29], [-0.62, 0.70, 0.95], [0.24, 0.03, 0.83], [-0.70, 1.62, -1.51], [-0.04, -1.27, 0.27], [2.41, -0.28, -0.25], [-0.36, 0.52, 0.34], [-0.09, 0.05, 0.25], [-0.16, -0.01, 0.05], [-0.99, -0.27, 1.07]], "nbo_charge": [-0.439, -0.762, -0.470, -0.185, 0.449, -0.248, -0.437, -0.302, 0.229, 0.244, 0.413, 0.250, 0.412, 0.398, 0.422, 0.424, 0.201, 0.195, 0.206], "fmax_ha_per_bohr": 0.0681, "smiles": "C=C/C(N)=N\\[NH2+]NC", "gap_ev": 10.0, "total_charge": 1, "e_above_lowest_kcal_mol": 102.9}

=====

no.,calculated total energy (Eh)
1,-473.75668
2,-473.77039
3,-1062.40795
4,-721.42295
5,-377.59082
6,-377.63357
7,-377.62954
8,-377.66281